No. 1
C47H39F4N7O5W as an isolated structure at a distorted geometry. Source: the Open Molecules 2025 dataset; level of theory: ωB97M-V with the def2-TZVPD basis set.

Output
spin multiplicity: 3
charge: +2
E: -3039.74920 a.u.

Element x y z (Å)
W1 -0.4451 -0.5166 -0.1840
O1 -2.6273 2.7455 1.3227
C1 -1.7039 1.9121 0.6049
O2 -1.5743 0.6206 0.9557
C2 -1.7105 2.0469 -0.9035
C3 -2.3409 3.0426 -1.5995
C4 -2.1236 3.1404 -2.9961
C5 -1.2562 2.2798 -3.5930
C6 -0.5893 1.2694 -2.8063
N1 -0.8522 1.1227 -1.4327
C7 0.2945 0.4857 -3.4527
O3 1.0112 -0.0482 -4.1796
O4 1.8580 -0.0660 -1.3744
H1 -2.9797 3.7393 -1.0817
H2 -2.6232 3.9044 -3.5705
H3 -1.0448 2.3290 -4.6492
C8 -3.2519 -3.6724 5.5782
C9 -2.3653 -4.4238 4.5712
C10 -1.2410 -5.1359 5.3231
C11 -3.2059 -5.4810 3.8325
C12 -1.8488 -3.4211 3.5708
C13 -0.5055 -3.0396 3.4565
C14 -0.1005 -2.2167 2.4254
N2 -0.9409 -1.7335 1.4920
C15 -2.2681 -1.9997 1.6527
C16 -2.7287 -2.8273 2.6615
C17 -3.1577 -1.4575 0.6133
C18 -4.5200 -1.2575 0.7830
C19 -5.2876 -0.7179 -0.2536
C20 -4.6327 -0.5323 -1.4797
C21 -3.2772 -0.7361 -1.5785
N3 -2.5246 -1.1406 -0.5436
C22 -6.6931 -0.2255 -0.0448
C23 -7.5451 -0.3856 -1.3107
C24 -7.4040 -0.9060 1.1287
C25 -6.5127 1.2754 0.2714
H4 -3.6170 -4.3725 6.3238
H5 -4.1089 -3.2117 5.0935
H6 -2.6824 -2.8979 6.0859
H7 -1.6747 -5.8869 5.9763
H8 -0.6772 -4.4485 5.9462
H9 -0.5656 -5.6418 4.6379
H10 -3.5111 -6.2499 4.5364
H11 -2.6255 -5.9565 3.0445
H12 -4.1087 -5.0635 3.3953
H13 0.2290 -3.3996 4.1549
H14 0.9483 -1.9421 2.3159
H15 -3.7807 -3.0475 2.7113
H16 -4.9705 -1.4636 1.7385
H17 -5.1745 -0.1906 -2.3447
H18 -2.7471 -0.5744 -2.5139
H19 -7.5180 -1.4114 -1.6675
H20 -7.2205 0.2784 -2.1062
H21 -8.5765 -0.1353 -1.0851
H22 -7.4543 -1.9814 0.9856
H23 -8.4205 -0.5306 1.1916
H24 -6.9259 -0.6876 2.0798
H25 -6.0486 1.7994 -0.5605
H26 -5.8983 1.4244 1.1572
H27 -7.4896 1.7140 0.4522
F1 -0.4946 5.2489 -0.4093
C26 0.5063 4.6617 -1.0664
C27 0.6719 4.9522 -2.4032
F2 -0.1958 5.7823 -2.9777
C28 1.6214 4.2713 -3.2124
C29 2.5629 3.4818 -2.4961
C30 2.3627 3.1730 -1.1740
F3 3.1620 2.2479 -0.5907
C31 1.2532 3.6397 -0.4408
C32 0.7229 2.8653 0.6500
C33 1.0243 1.5529 0.8379
N4 1.0494 0.3779 1.0462
C34 -0.6634 2.9475 1.0596
N5 -1.5871 3.6529 1.6179
F4 3.5820 2.9078 -3.1358
C35 1.5116 4.2164 -4.6154
C36 2.2556 3.3084 -5.3880
N6 2.7615 2.4965 -6.0243
C37 0.4549 4.8233 -5.3148
N7 -0.4483 5.2146 -5.9074
C38 4.5799 -4.6706 1.2086
C39 3.3583 -4.0748 0.6060
C40 3.4295 -2.9570 -0.2198
C41 2.3017 -2.4007 -0.8003
C42 2.4713 -1.3039 -1.8208
C43 1.0194 -2.9562 -0.5356
C44 -0.2297 -2.4226 -1.0945
O5 -0.2326 -1.3289 -1.8940
C45 0.9508 -4.1347 0.2602
C46 -0.3337 -4.8942 0.4277
C47 2.1065 -4.6572 0.8078
H28 5.4707 -4.1053 0.9468
H29 4.7019 -5.6950 0.8575
H30 4.4981 -4.7171 2.2946
H31 4.3957 -2.5320 -0.4408
H32 3.5324 -1.1315 -2.0206
H33 2.5917 0.4810 -1.0408
H34 1.9847 -1.5839 -2.7631
H35 -0.9984 -3.1623 -1.3661
H36 -1.1636 -4.2700 0.7522
H37 -0.2000 -5.6968 1.1472
H38 -0.6170 -5.3545 -0.5192
H39 2.0468 -5.5667 1.3855

Mulliken atomic charge list, values in e, 6 entries: number 1, W, carries 1.369; number 2, O, carries -0.327; number 3, C, carries 1.327; number 4, O, carries -0.276; number 5, C, carries 0.479; number 6, C, carries -0.912

No. 2
C47H40BrCl4GeN4O10S2Ti as an isolated structure at a distorted geometry. Source: the Open Molecules 2025 dataset; level of theory: ωB97M-V with the def2-TZVPD basis set.

Output
spin multiplicity: 2
charge: -2
E: -10924.31389 a.u.

Element x y z (Å)
Ti1 0.8930 -0.3032 1.6006
O1 -2.6782 -5.2304 1.4687
C1 -3.5942 -4.4111 1.9288
O2 -4.7198 -4.7958 2.1718
C2 -3.1963 -2.9952 2.1507
C3 -3.9704 -2.0432 2.7715
Cl1 -5.5827 -2.2547 3.2639
N1 -3.2593 -0.8824 2.8553
N2 -2.0540 -1.0499 2.2818
C4 -1.9842 -2.3008 1.8654
C5 -0.7411 -2.7523 1.2133
O3 -0.5835 -3.9110 0.8368
O4 0.1740 -1.8471 1.0921
C6 -3.5353 0.3521 3.4906
C7 -2.6938 1.4321 3.2198
C8 -2.9031 2.6529 3.8331
C9 -3.9585 2.8315 4.7156
C10 -4.7894 1.7587 4.9887
C11 -4.5852 0.5251 4.3914
H1 -1.8166 -4.7645 1.2104
H2 -1.8842 1.3033 2.5203
H3 -2.2332 3.4745 3.6119
H4 -4.1278 3.7922 5.1853
H5 -5.6120 1.8749 5.6827
H6 -5.2439 -0.2880 4.6344
N3 1.9872 1.4265 1.9409
S1 2.5691 2.4574 0.8777
C12 1.9069 4.0589 1.3705
C13 1.1135 4.1729 2.5033
C14 0.5614 5.4011 2.8232
C15 0.7907 6.5115 2.0174
C16 1.5703 6.3825 0.8727
C17 2.1237 5.1589 0.5457
C18 4.2790 2.6496 1.3674
C19 5.2443 2.3257 0.4182
C20 6.5850 2.4347 0.7386
C21 6.9649 2.8801 1.9982
C22 5.9941 3.2430 2.9265
C23 4.6524 3.1402 2.6150
H7 2.5314 1.4271 2.7996
H8 0.9142 3.2878 3.0987
H9 -0.0643 5.4947 3.7016
H10 0.3483 7.4656 2.2714
H11 1.7381 7.2408 0.2346
H12 2.7229 5.0360 -0.3492
H13 4.9252 1.9662 -0.5521
H14 7.3443 2.1580 0.0191
H15 8.0122 2.9308 2.2626
H16 6.2980 3.5943 3.9040
H17 3.8955 3.4201 3.3377
Cl2 2.0925 -2.3435 5.7043
Ge1 0.5921 -2.4460 4.0205
Cl3 -1.2708 -2.6119 5.4665
Cl4 0.4031 0.0410 3.8823
C24 -2.9937 -2.5022 -4.4618
C25 -2.2217 -1.2220 -4.5718
C26 -0.9060 -1.2278 -5.0385
C27 -0.1974 -0.0532 -5.1815
C28 -0.8014 1.1567 -4.8596
C29 -2.1123 1.1884 -4.3974
C30 -2.8094 0.0041 -4.2600
S2 0.1141 2.6567 -4.9887
O5 1.3813 2.3764 -5.6038
O6 -0.6910 3.7077 -5.5620
N4 0.3926 3.1474 -3.4269
C31 0.7295 2.1341 -2.4307
C32 -0.2112 2.1712 -1.2366
C33 0.1616 1.1301 -0.2003
O7 -0.4951 1.0370 0.8713
O8 1.1451 0.3722 -0.3904
H18 -2.3442 -3.3203 -4.1509
H19 -3.4309 -2.7555 -5.4326
H20 -3.7996 -2.4145 -3.7356
H21 -0.4387 -2.1732 -5.2830
H22 0.8219 -0.0387 -5.5429
H23 -2.5709 2.1415 -4.1650
H24 -3.8297 0.0264 -3.8979
H25 -0.3021 3.8265 -3.1490
H26 1.7577 2.2724 -2.0867
H27 0.6706 1.1495 -2.9014
H28 -1.2424 1.9921 -1.5507
H29 -0.1799 3.1522 -0.7485
C34 -0.8446 -1.3210 -1.9646
C35 -1.5672 -2.4983 -2.0138
C36 -0.9825 -3.7233 -2.4727
C37 -1.7121 -4.8886 -2.5173
C38 -3.0545 -4.9134 -2.1302
C39 -3.6598 -3.7329 -1.6931
C40 -2.9482 -2.5547 -1.6315
H30 -1.3060 -0.3944 -1.6424
H31 0.1980 -1.2806 -2.2511
H32 0.0635 -3.7149 -2.7609
H33 -1.2344 -5.8092 -2.8392
H34 -3.6063 -5.8447 -2.1186
H35 -4.6956 -3.7586 -1.3698
H36 -3.4176 -1.6444 -1.2698
Br1 3.2719 -4.1487 -4.1883
C41 3.0943 -3.6001 -2.3743
C42 3.1569 -2.2506 -2.0752
C43 3.0603 -1.8572 -0.7521
C44 2.8713 -2.8034 0.2527
C45 2.8109 -4.1560 -0.0745
C46 2.9327 -4.5618 -1.3902
C47 2.6752 -2.3901 1.6732
O9 2.6687 -3.2304 2.5595
O10 2.5198 -1.1114 1.9159
H37 3.2747 -1.5162 -2.8608
H38 3.1310 -0.8138 -0.4865
H39 2.6616 -4.8796 0.7139
H40 2.8954 -5.6086 -1.6568

Mulliken atomic charge list, values in e, 6 entries: number 1, Ti, carries -0.709; number 2, O, carries -0.609; number 3, C, carries 0.530; number 4, O, carries -0.714; number 5, C, carries 0.209; number 6, C, carries -0.346

No. 3
C47H40BrCl4GeN4O10S2Ti as an isolated structure. Source: the Open Molecules 2025 dataset; level of theory: ωB97M-V with the def2-TZVPD basis set.

Output
spin multiplicity: 2
charge: -2
E: -10924.40380 a.u.

Element x y z (Å)
Ti1 -0.3041 0.4759 0.1496
O1 -0.2754 5.7751 2.7458
C1 -0.3532 5.9969 1.4538
O2 -0.4567 7.1152 1.0010
C2 -0.3127 4.8131 0.5364
C3 -0.3790 4.9079 -0.8430
Cl1 -0.3503 6.2918 -1.8308
N1 -0.3436 3.6659 -1.3721
N2 -0.2371 2.7541 -0.3926
C4 -0.2277 3.4147 0.7552
C5 0.1078 2.6156 2.0061
O3 0.1258 3.2012 3.0922
O4 0.4296 1.4099 1.7993
C6 -0.4393 3.2599 -2.7395
C7 0.3882 2.2463 -3.1926
C8 0.2691 1.8248 -4.5095
C9 -0.6419 2.4283 -5.3593
C10 -1.4704 3.4364 -4.8876
C11 -1.3867 3.8457 -3.5687
H1 -0.1522 4.7863 2.9631
H2 1.0809 1.7652 -2.5149
H3 0.8781 1.0005 -4.8560
H4 -0.7415 2.0799 -6.3794
H5 -2.2256 3.8684 -5.5301
H6 -2.0732 4.5810 -3.1760
N3 1.6874 0.0840 -0.5388
S1 3.1605 -0.0014 -1.0710
C12 3.7960 1.6682 -1.0813
C13 3.1300 2.6228 -0.3329
C14 3.6430 3.9114 -0.2571
C15 4.8249 4.2285 -0.9075
C16 5.5093 3.2517 -1.6217
C17 5.0030 1.9646 -1.7044
C18 3.0527 -0.3813 -2.8313
C19 3.2869 0.4794 -3.8924
C20 3.1335 0.0119 -5.1917
C21 2.7309 -1.2959 -5.4207
C22 2.4696 -2.1418 -4.3497
C23 2.6254 -1.6887 -3.0502
H7 1.6329 -0.7444 0.0931
H8 2.2286 2.3424 0.1901
H9 3.1161 4.6602 0.3220
H10 5.2245 5.2327 -0.8461
H11 6.4436 3.4922 -2.1130
H12 5.5383 1.2003 -2.2546
H13 3.5830 1.5050 -3.7182
H14 3.3157 0.6794 -6.0252
H15 2.6018 -1.6509 -6.4358
H16 2.1328 -3.1555 -4.5232
H17 2.3746 -2.3237 -2.2048
Cl2 -1.3458 -0.3488 -2.0047
Ge1 -3.2392 1.2236 -1.9609
Cl3 -4.7268 -0.2848 -1.1924
Cl4 -3.7862 0.9705 -4.2051
C24 -1.7290 -2.0507 -5.4172
C25 -2.2337 -2.9027 -4.2862
C26 -3.5418 -2.7639 -3.8240
C27 -3.9951 -3.5088 -2.7509
C28 -3.1329 -4.4068 -2.1356
C29 -1.8282 -4.5621 -2.5761
C30 -1.3911 -3.8113 -3.6550
S2 -3.6511 -5.2474 -0.6802
O5 -5.0167 -5.6881 -0.8055
O6 -2.6634 -6.2528 -0.3674
N4 -3.6614 -4.0017 0.3990
C31 -2.5662 -3.0101 0.4210
C32 -1.1811 -3.5366 0.7990
C33 -0.1305 -2.5171 0.4141
O7 0.7662 -2.7860 -0.3762
O8 -0.3006 -1.3412 0.9495
H18 -2.1691 -1.0544 -5.3698
H19 -1.9851 -2.4911 -6.3856
H20 -0.6447 -1.9502 -5.3657
H21 -4.1894 -2.0194 -4.2703
H22 -4.9952 -3.3680 -2.3620
H23 -1.1617 -5.2372 -2.0575
H24 -0.3609 -3.8947 -3.9781
H25 -3.8965 -4.3718 1.3144
H26 -2.8886 -2.2254 1.1048
H27 -2.5417 -2.5402 -0.5618
H28 -0.9553 -4.4614 0.2733
H29 -1.1011 -3.7281 1.8731
C34 3.1552 -1.2509 2.0556
C35 2.2761 -2.0139 2.8185
C36 2.1376 -3.4369 2.6975
C37 1.2520 -4.1649 3.4638
C38 0.4220 -3.5638 4.4162
C39 0.5380 -2.1730 4.5614
C40 1.4117 -1.4282 3.8057
H30 3.9085 -1.7117 1.4247
H31 3.2137 -0.1794 2.2202
H32 2.7362 -3.9506 1.9507
H33 1.1946 -5.2393 3.3052
H34 -0.2618 -4.1456 5.0228
H35 -0.0715 -1.6543 5.2978
H36 1.4464 -0.3523 3.9429
Br1 -5.1505 -1.7975 6.2895
C41 -4.4540 -0.7956 4.8234
C42 -3.2876 -1.2155 4.2133
C43 -2.7929 -0.4859 3.1385
C44 -3.4689 0.6472 2.6997
C45 -4.6309 1.0595 3.3409
C46 -5.1386 0.3354 4.4064
C47 -2.9635 1.4479 1.5312
O9 -3.3625 2.5748 1.3035
O10 -2.0896 0.8152 0.7996
H37 -2.7590 -2.0942 4.5561
H38 -1.8780 -0.8086 2.6530
H39 -5.1294 1.9515 2.9849
H40 -6.0486 0.6399 4.9049

Mulliken atomic charge list, values in e, 6 entries: number 1, Ti, carries 0.346; number 2, O, carries -0.604; number 3, C, carries 0.258; number 4, O, carries -0.649; number 5, C, carries -0.271; number 6, C, carries 0.341

No. 4
C47H40ClN2O3P3S2Y as an isolated structure at a distorted geometry. Source: the Open Molecules 2025 dataset; level of theory: ωB97M-V with the def2-TZVPD basis set.

Output
charge: -1
E: -4469.53341 a.u.

Element x y z (Å)
Y1 0.3966 -0.4878 0.1414
S1 2.7511 0.3641 -1.3497
P1 1.0945 1.0159 -2.2594
C1 -0.3548 1.2626 -1.3527
P2 -0.1264 2.5394 -0.2056
S2 -0.1902 1.9414 1.7066
C2 -1.5878 3.6236 -0.3566
C3 -1.7225 4.7366 0.4636
C4 -2.8484 5.5294 0.3667
C5 -3.8504 5.2073 -0.5362
C6 -3.7360 4.0756 -1.3260
C7 -2.6051 3.2845 -1.2347
C8 1.2541 3.7147 -0.3976
C9 1.1323 4.8398 -1.2044
C10 2.2408 5.6276 -1.4480
C11 3.4698 5.2857 -0.9063
C12 3.5899 4.1643 -0.1019
C13 2.4825 3.3816 0.1623
C14 1.5185 2.4092 -3.3569
C15 2.7601 3.0199 -3.4218
C16 2.9140 4.1685 -4.1807
C17 1.8379 4.7051 -4.8671
C18 0.5996 4.0803 -4.8155
C19 0.4422 2.9359 -4.0631
C20 0.5895 -0.2180 -3.5045
C21 1.5574 -0.8151 -4.3037
C22 1.1775 -1.7233 -5.2745
C23 -0.1610 -2.0412 -5.4423
C24 -1.1265 -1.4548 -4.6407
C25 -0.7520 -0.5355 -3.6781
H1 -0.9420 4.9579 1.1792
H2 -2.9502 6.3994 1.0001
H3 -4.7257 5.8367 -0.6154
H4 -4.5290 3.8118 -2.0126
H5 -2.4807 2.3957 -1.8409
H6 0.1715 5.0863 -1.6384
H7 2.1482 6.4987 -2.0828
H8 4.3378 5.8942 -1.1182
H9 4.5510 3.8886 0.3072
H10 2.5577 2.5162 0.8109
H11 3.5855 2.6044 -2.8609
H12 3.8769 4.6596 -4.2193
H13 1.9563 5.6188 -5.4365
H14 -0.2438 4.4984 -5.3497
H15 -0.5198 2.4443 -3.9879
H16 2.6022 -0.5768 -4.1397
H17 1.9274 -2.1952 -5.8942
H18 -0.4526 -2.7699 -6.1853
H19 -2.1681 -1.7249 -4.7552
H20 -1.4933 -0.0565 -3.0511
N1 -2.2263 -0.4818 0.5341
C26 -2.8227 -1.3512 -0.4864
C27 -1.8552 -2.4436 -1.0271
O1 -2.3569 -3.4549 -1.5226
N2 -0.5725 -2.1436 -0.9163
C28 0.3720 -3.1736 -1.3025
C29 1.5275 -3.2770 -0.2836
O2 2.2862 -4.2286 -0.3316
O3 1.6103 -2.3103 0.5710
H21 -2.4359 -0.8397 1.4661
H22 -2.6252 0.4564 0.4901
H23 -3.1118 -0.7437 -1.3489
H24 -3.7249 -1.8628 -0.1213
H25 0.8147 -2.9547 -2.2876
H26 -0.1255 -4.1504 -1.3648
Cl1 2.4068 -0.0930 2.2188
C30 2.4062 -1.2597 3.4791
C31 3.4469 -1.2655 4.3988
C32 3.4503 -2.1935 5.4247
C33 2.4147 -3.1065 5.5475
C34 1.3751 -3.0851 4.6383
C35 1.3603 -2.1742 3.5850
P3 -0.0528 -2.1658 2.4169
C36 -0.2596 -3.9315 2.0293
C37 -1.4645 -4.3046 1.4358
C38 -1.6402 -5.5858 0.9479
C39 -0.6111 -6.5079 1.0488
C40 0.5859 -6.1469 1.6437
C41 0.7710 -4.8616 2.1208
C42 -1.3596 -1.8970 3.7073
C43 -1.5173 -0.5638 4.0878
C44 -2.5077 -0.1934 4.9774
C45 -3.3793 -1.1480 5.4780
C46 -3.2391 -2.4720 5.0990
C47 -2.2335 -2.8464 4.2230
H27 4.2448 -0.5432 4.3127
H28 4.2624 -2.2020 6.1368
H29 2.4199 -3.8306 6.3505
H30 0.5540 -3.7816 4.7369
H31 -2.2588 -3.5776 1.3296
H32 -2.5641 -5.8513 0.4546
H33 -0.7378 -7.5049 0.6492
H34 1.3941 -6.8616 1.7069
H35 1.7284 -4.5766 2.5306
H36 -0.8673 0.1907 3.6586
H37 -2.6112 0.8423 5.2690
H38 -4.1728 -0.8638 6.1553
H39 -3.9193 -3.2204 5.4844
H40 -2.1393 -3.8816 3.9294

Mulliken atomic charge list, values in e, 6 entries: number 1, Y, carries -1.819; number 2, S, carries -0.561; number 3, P, carries 2.188; number 4, C, carries -0.187; number 5, P, carries 2.286; number 6, S, carries -0.598